The following is a DFT calculation (ωB97M-V/def2-TZVPD) of a cluster of 5 separate species, C6H20F2N10O6P2 in total at a distorted geometry.

The geometry in XYZ format:
```
46
Properties=species:S:1:pos:R:3:mulliken_charge:R:1
N 5.77 -2.50 1.17 -0.722
P 4.38 -3.25 1.17 0.463
P 3.17 -2.49 -0.48 -0.115
N 1.44 -2.80 -0.11 0.181
C 1.12 -4.16 -0.24 0.616
O 1.85 -5.09 -0.27 -0.412
F -0.22 -4.30 -0.34 -0.223
C 0.93 -2.22 1.07 0.303
O 0.54 -1.11 1.21 -0.370
F 0.93 -3.09 2.09 -0.276
H 5.86 -1.79 0.45 0.224
H 3.67 -3.15 2.37 0.071
H 4.56 -4.62 0.96 0.071
H 3.24 -1.13 -0.14 0.082
N -4.43 -2.35 -1.33 -0.393
C -3.45 -1.41 -1.22 0.591
N -2.26 -1.88 -0.72 -0.133
O -3.64 -0.25 -1.53 -0.637
H -4.31 -3.32 -1.08 0.159
H -5.32 -2.05 -1.69 0.217
H -1.51 -1.22 -0.64 0.057
H -2.11 -2.83 -0.47 0.137
N 3.94 1.20 2.96 -0.407
C 3.02 0.19 3.03 0.648
N 1.73 0.58 3.18 -0.340
O 3.37 -0.98 2.96 -0.629
H 3.70 2.17 3.00 0.167
H 4.90 0.93 2.84 0.234
H 1.03 -0.14 3.23 0.193
H 1.44 1.54 3.23 0.177
N 0.22 1.46 -0.02 -0.116
C 0.59 2.75 -0.31 0.541
N -0.40 3.53 -0.83 -0.222
O 1.73 3.16 -0.12 -0.670
H -0.71 1.11 -0.16 0.121
H 0.92 0.86 0.37 0.105
H -0.20 4.47 -1.10 0.160
H -1.34 3.19 -0.98 0.100
N -4.13 2.81 -2.26 -0.211
C -3.82 4.07 -2.66 0.667
N -4.86 4.78 -3.20 -0.406
O -2.70 4.56 -2.56 -0.627
H -5.04 2.40 -2.34 0.156
H -3.39 2.24 -1.88 0.089
H -4.67 5.72 -3.51 0.229
H -5.79 4.41 -3.30 0.152
```

As for the charge: 0. The value obtained for the calculated total energy is -57748.423 eV. For the LUMO energy, the calculation gives -0.14 eV. The largest force on an atom comes out at 1.7 eV/Å. The calculation puts the HOMO-LUMO gap at 0.3155 Ha.

---

The following is a DFT calculation (ωB97M-V/def2-TZVPD) of a structure of composition C35H44AsN2Ti at a distorted geometry.

The geometry in XYZ format:
```
83
Properties=species:S:1:pos:R:3:mulliken_charge:R:1
Ti -1.87 0.65 0.86 -1.134
C -4.85 -1.93 0.47 -1.595
C -4.54 -0.62 1.13 1.203
C -3.96 -0.58 2.40 -0.559
C -3.61 0.62 3.00 -0.331
C -3.89 1.82 2.35 -0.902
C -4.54 1.80 1.12 -0.533
C -4.85 0.59 0.50 -0.565
H -4.85 -2.74 1.20 0.387
H -4.11 -2.16 -0.30 0.256
H -5.83 -1.90 -0.01 0.464
H -3.85 -1.51 2.95 0.679
H -3.20 0.62 4.00 0.415
H -3.71 2.77 2.85 0.451
H -4.84 2.73 0.66 0.599
H -5.38 0.59 -0.44 0.444
C -2.32 1.42 -2.95 -1.468
C -2.21 2.26 -1.67 1.606
C -0.83 2.96 -1.58 -1.047
C -3.31 3.34 -1.68 -1.946
N -2.34 1.42 -0.55 0.548
H -2.22 2.03 -3.84 0.429
H -3.30 0.94 -2.98 0.377
H -1.56 0.64 -2.94 0.171
H -0.72 3.69 -2.38 0.604
H -0.04 2.21 -1.65 0.014
H -0.75 3.47 -0.62 0.226
H -3.21 3.96 -2.57 0.518
H -3.22 3.98 -0.80 0.338
H -4.29 2.88 -1.70 0.356
C 6.32 0.97 -2.14 -1.651
C 4.93 0.52 -1.83 0.448
C 3.93 0.57 -2.78 -0.868
C 2.62 0.24 -2.50 -0.420
C 1.61 0.36 -3.61 -1.526
C 2.28 -0.19 -1.20 1.097
As 0.32 -0.48 -0.80 1.766
N 0.01 0.57 0.67 0.490
C 0.48 1.74 1.18 0.223
C 1.76 2.31 1.01 -0.231
C 2.10 3.47 1.67 -0.860
C 1.20 4.13 2.50 -0.911
C -0.07 3.61 2.67 -0.592
C -0.42 2.44 2.02 -0.059
C 0.49 -2.29 0.07 -0.847
C 1.24 -3.31 -0.53 0.534
C 1.80 -3.14 -1.91 -1.683
C 1.45 -4.52 0.12 -0.957
C 0.91 -4.77 1.37 0.613
C 1.17 -6.05 2.11 -1.698
C 0.08 -3.81 1.92 -0.829
C -0.15 -2.60 1.28 1.020
C -1.17 -1.67 1.88 -0.401
C 3.30 -0.32 -0.25 0.814
C 3.05 -0.86 1.14 -1.465
C 4.60 0.04 -0.57 -0.911
H 6.36 1.43 -3.12 0.378
H 7.02 0.13 -2.12 0.336
H 6.66 1.69 -1.40 0.363
H 4.18 0.90 -3.78 0.369
H 2.13 0.42 -4.56 0.490
H 1.02 1.27 -3.49 0.230
H 0.94 -0.50 -3.62 0.250
H 2.47 1.82 0.36 0.325
H 3.09 3.86 1.54 0.491
H 1.49 5.04 3.00 0.400
H -0.79 4.10 3.32 0.501
H -1.43 1.99 2.16 0.751
H 1.18 -2.44 -2.48 0.139
H 1.82 -4.09 -2.43 0.633
H 2.81 -2.75 -1.88 0.288
H 2.05 -5.28 -0.36 0.432
H 1.78 -6.72 1.53 0.382
H 0.23 -6.55 2.35 0.373
H 1.67 -5.85 3.05 0.336
H -0.41 -4.02 2.86 0.486
H -1.79 -2.24 2.58 0.650
H -1.81 -1.26 1.06 -0.213
H -0.68 -0.86 2.45 0.155
H 2.04 -0.65 1.48 -0.101
H 3.75 -0.42 1.85 0.557
H 3.19 -1.94 1.15 0.373
H 5.37 -0.04 0.19 0.526
```

As for the charge: +1. The value obtained for the calculated total energy is -123936.803 eV. For the LUMO energy, the calculation gives -3.38 eV. The largest force on an atom comes out at 2.7 eV/Å. The calculation puts the HOMO-LUMO gap at 0.2526 Ha.

---

The following is a DFT calculation (ωB97M-V/def2-TZVPD) of a structure of composition C36H51Cl2LaN2OP at a distorted geometry.

The geometry in XYZ format:
```
94
Properties=species:S:1:pos:R:3:mulliken_charge:R:1
P -0.25 1.12 -2.76 -0.367
C -1.91 0.44 -3.14 0.284
C -2.52 1.06 -4.40 -0.561
C -3.97 0.57 -4.56 -0.874
C -4.08 -0.96 -4.55 -0.692
C -3.39 -1.58 -3.32 -0.778
C -1.95 -1.10 -3.14 -0.041
C 1.19 0.35 -3.57 0.186
C 1.18 0.54 -5.08 -0.785
C 2.52 0.05 -5.65 -0.809
C 2.85 -1.39 -5.24 -0.716
C 2.71 -1.64 -3.74 -0.743
C 1.39 -1.13 -3.16 -0.286
C -0.17 2.94 -2.66 0.526
C -1.32 3.46 -1.76 -0.382
C -1.23 4.97 -1.51 -1.043
C 0.14 5.43 -1.00 -0.638
C 1.29 4.88 -1.85 -0.971
C 1.20 3.36 -2.10 -0.806
H -2.50 0.76 -2.26 0.550
H -1.92 0.77 -5.28 0.142
H -2.49 2.16 -4.33 0.312
H -4.38 0.97 -5.49 0.369
H -4.57 0.99 -3.74 0.364
H -5.13 -1.25 -4.57 0.388
H -3.61 -1.35 -5.46 0.308
H -3.96 -1.33 -2.42 0.385
H -3.41 -2.67 -3.41 0.376
H -1.53 -1.50 -2.20 -0.531
H -1.35 -1.49 -3.98 0.183
H 2.06 0.90 -3.16 0.492
H 3.32 0.72 -5.30 0.365
H 1.02 1.61 -5.33 0.276
H 0.35 -0.03 -5.53 0.221
H 2.51 0.14 -6.75 0.377
H 3.87 -1.63 -5.56 0.382
H 2.18 -2.07 -5.79 0.291
H 2.82 -2.71 -3.53 0.399
H 3.53 -1.14 -3.21 0.391
H 1.39 -1.22 -2.07 -0.426
H 0.56 -1.74 -3.55 0.275
H -0.30 3.27 -3.71 0.513
H -2.30 3.22 -2.20 0.273
H -1.26 2.93 -0.80 -0.055
H -1.45 5.49 -2.45 0.387
H -2.01 5.26 -0.80 0.396
H 0.27 5.09 0.04 0.313
H 0.18 6.52 -0.99 0.348
H 2.25 5.10 -1.37 0.400
H 1.30 5.39 -2.82 0.378
H 2.01 3.06 -2.77 0.329
H 1.36 2.83 -1.14 0.183
La 0.69 -0.97 1.69 1.075
Cl 2.58 0.26 0.31 -0.713
Cl -1.12 0.75 0.82 -0.686
C -0.50 -2.40 0.12 -1.225
H -1.53 -2.43 -0.26 0.461
C 0.24 -3.59 0.10 1.125
C 1.69 -3.49 0.28 -0.267
C 2.46 -4.63 0.43 -0.979
C 1.89 -5.91 0.33 -0.518
C 0.50 -6.04 0.09 -0.309
C -0.31 -4.93 -0.02 -0.794
H 2.18 -2.50 0.18 0.199
H 3.53 -4.53 0.62 0.338
H 0.07 -7.04 0.00 0.330
H -1.39 -5.03 -0.18 0.305
H 2.51 -6.80 0.40 0.316
C -0.45 1.22 8.22 -1.218
N -0.57 1.12 6.77 -0.022
N 0.15 0.27 6.00 0.524
C -0.27 0.37 4.71 0.622
O 0.17 -0.42 3.80 -0.404
C -1.23 1.41 4.69 -0.982
C -1.39 1.84 5.98 0.683
C -2.29 2.88 6.52 -1.484
C 1.03 -0.74 6.49 0.124
C 0.56 -1.65 7.43 0.083
C 1.27 -2.85 7.60 -0.683
C 2.45 -3.08 6.88 -0.462
C 2.95 -2.10 6.00 -0.726
C 2.24 -0.93 5.80 -0.356
H 0.42 0.67 8.59 0.549
H -1.35 0.81 8.70 0.332
H -0.35 2.27 8.49 0.356
H -1.72 1.77 3.80 0.532
H -3.09 2.47 7.14 0.282
H -1.74 3.63 7.10 0.338
H -2.76 3.38 5.66 0.346
H -0.36 -1.45 7.97 0.409
H 0.89 -3.59 8.30 0.355
H 2.98 -4.02 7.00 0.384
H 3.89 -2.26 5.47 0.420
H 2.58 -0.16 5.11 0.480
```

As for the charge: -1. The value obtained for the calculated total energy is -78382.710 eV. For the LUMO energy, the calculation gives 1.44 eV. The largest force on an atom comes out at 4.1 eV/Å. The calculation puts the HOMO-LUMO gap at 0.1031 Ha.

---

The following is a DFT calculation (ωB97M-V/def2-TZVPD) of the ion C5H8N2O with charge +2 at a distorted geometry.

The geometry in XYZ format:
```
16
Properties=species:S:1:pos:R:3:mulliken_charge:R:1
C 1.39 0.37 0.59 0.463
C -0.58 0.67 -0.03 0.432
C 2.70 0.21 0.08 0.123
C -1.93 0.95 -0.45 -0.933
C -0.21 -1.83 -0.05 -0.733
N 0.45 1.47 0.26 -0.231
N 0.13 -0.45 0.14 -0.053
O 3.76 0.01 -0.21 0.118
H 1.39 0.11 1.73 0.423
H -2.03 0.71 -1.57 0.351
H -2.18 2.02 -0.35 0.397
H -2.46 0.13 0.11 0.349
H -0.33 -2.03 -1.18 0.364
H -1.10 -2.08 0.41 0.366
H 0.48 -2.75 0.26 0.333
H 0.50 2.50 0.26 0.230
```

As for the charge: +2. The value obtained for the calculated total energy is -10319.942 eV. For the LUMO energy, the calculation gives -11.39 eV. The largest force on an atom comes out at 5.8 eV/Å. The calculation puts the HOMO-LUMO gap at 0.3073 Ha. For the energy above the lowest of the compared OMol25 structures with the same formula, charge and spin, the calculation gives 17.9 kcal/mol.

---

The following is a DFT calculation (ωB97M-V/def2-TZVPD) of a structure of composition C12H14O2Zr at a distorted geometry.

The geometry in XYZ format:
```
29
Properties=species:S:1:pos:R:3:mulliken_charge:R:1
C -2.47 0.46 0.79 -0.852
C -1.62 -0.81 0.59 0.536
C -1.87 -1.85 1.39 -0.637
C -1.08 -3.09 1.28 -0.340
C -0.05 -3.28 0.34 -0.867
C 0.23 -2.26 -0.48 -0.391
C -0.54 -1.00 -0.39 1.372
C -0.10 0.06 -1.30 0.418
C 0.84 0.99 -0.45 -0.148
C 1.44 2.27 -1.06 -0.153
C 2.42 2.60 0.13 -0.562
O 2.69 1.28 0.77 -0.270
C 2.14 0.33 0.07 0.210
O 2.50 -0.77 -0.19 -0.317
H -3.49 0.17 1.00 0.676
H -2.12 1.09 1.61 0.460
H -2.57 1.07 -0.14 -0.327
H -2.64 -1.81 2.15 0.608
H -1.30 -3.90 1.98 0.496
H 0.52 -4.20 0.28 0.532
H 1.02 -2.33 -1.22 0.534
H 0.38 -0.37 -2.18 0.663
H -1.02 0.57 -1.72 -0.412
H 0.25 1.29 0.43 0.121
H 2.10 2.02 -1.89 0.349
H 0.82 3.15 -1.22 0.256
H 3.39 2.96 -0.17 0.359
H 1.94 3.17 0.92 0.362
Zr -1.82 2.17 -1.32 1.324
```

As for the charge: +4. The value obtained for the calculated total energy is -17986.025 eV. For the LUMO energy, the calculation gives -19.99 eV. The largest force on an atom comes out at 3.6 eV/Å. The calculation puts the HOMO-LUMO gap at 0.1609 Ha.

---

The following is a DFT calculation (ωB97M-V/def2-TZVPD) of an isolated molecule of C2H4Cl3N3 at a distorted geometry.

The geometry in XYZ format:
```
12
Properties=species:S:1:pos:R:3:mulliken_charge:R:1
H 1.68 0.64 1.60 0.225
N 1.04 -0.20 1.73 -0.723
C 0.45 -0.15 0.64 0.189
N -0.54 -1.06 0.44 -0.094
N -1.35 -0.72 -0.67 -0.568
C 0.83 0.73 -0.51 0.622
Cl -0.34 2.16 -0.27 -0.143
Cl 2.48 1.47 -0.50 -0.148
Cl 0.63 0.08 -2.08 -0.106
H -0.86 -1.48 1.31 0.274
H -1.69 -1.43 -1.27 0.226
H -2.32 -0.05 -0.41 0.246
```

As for the charge: 0. The value obtained for the calculated total energy is -44173.688 eV. For the LUMO energy, the calculation gives 0.42 eV. The largest force on an atom comes out at 6.4 eV/Å. The calculation puts the HOMO-LUMO gap at 0.3647 Ha. For the energy above the lowest of the compared OMol25 structures with the same formula, charge and spin, the calculation gives 27.5 kcal/mol.

---

> The highest calculated total energy belongs to which entry?

C5H8N2O

---

> Which formula does entry 3 have?

C36H51Cl2LaN2OP

---

> Which of these has the lowest LUMO?

C12H14O2Zr

---

> Which of these has the highest LUMO?

C36H51Cl2LaN2OP